C16H26Br3Cl2CuO7 as an isolated structure. Source: OMol25; level of theory: ωB97M-V with the def2-TZVPD basis set.

Structure (XYZ):
```
55
Properties=species:S:1:pos:R:3:mulliken_spin:R:1
Br 5.4629 0.6384 -1.2365 0.0000
Br 3.3466 -1.7186 -1.0033 0.0002
Br 4.3254 -0.1670 1.6031 0.0000
Cu -2.6929 -0.0525 -1.1187 0.0216
Cl -4.4483 -4.7188 2.0459 0.0008
Cl -2.0248 -3.5573 3.1946 0.0053
O -1.2246 1.0024 -2.2004 0.0023
O 0.8500 1.6688 -1.8230 0.0020
O -3.6112 3.3294 2.1928 0.0001
O -1.4781 3.3973 2.8530 -0.0001
O -1.9348 -0.1179 0.8100 0.8171
O 0.8107 -5.6595 2.2845 0.0000
O 0.0070 -5.9349 0.2201 0.0000
C 0.5424 -5.2053 1.2254 0.0002
C -0.1864 3.7303 2.3123 -0.0003
C -0.8896 -0.2946 1.6647 -0.0507
C -0.2131 -5.1532 -0.9612 -0.0002
C -1.8623 3.8139 0.5810 0.0008
C 0.4516 -0.1847 0.9309 0.0616
C -3.4858 -3.2609 2.2539 0.0016
C 4.7970 -0.8004 -0.1458 0.0001
C -0.2638 1.6731 -2.5294 0.0028
C 1.1599 3.2961 -3.4939 -0.0002
C 0.7812 -3.7771 0.7653 0.0035
C 1.9074 2.3726 -2.5362 0.0000
C 0.0997 -3.6868 -0.5879 0.0014
C -0.4117 4.2347 0.8760 -0.0006
C -0.1214 2.5237 -3.7675 0.0006
C -2.4597 3.5004 1.9360 0.0001
H -1.9141 2.9650 -0.1002 -0.0001
H 2.5151 2.9335 -1.8353 -0.0001
H -3.2051 -2.8873 1.2747 -0.0029
H -0.2936 5.3117 0.7915 0.0000
H -0.9465 -1.3093 2.1108 0.1200
H -1.0147 3.1170 -3.9410 0.0000
H 0.6981 -3.2205 -1.3761 -0.0001
H -1.2724 -5.2607 -1.2004 0.0001
H 0.3473 -3.0833 1.4846 0.0009
H 5.6071 -1.5054 -0.0362 0.0000
H 0.4225 2.8262 2.3240 -0.0003
H 1.8460 -3.5530 0.7679 0.0001
H -2.4215 4.6091 0.0910 0.0000
H 2.4937 1.6132 -3.0496 0.0001
H 0.3648 -5.5780 -1.7771 -0.0001
H -0.8256 -3.1074 -0.5606 -0.0053
H 0.8659 4.1994 -2.9498 0.0000
H -0.0643 1.7987 -4.5898 0.0001
H -4.0932 -2.5301 2.7753 -0.0003
H 0.5853 0.8255 0.5572 0.0028
H 0.2520 4.4804 2.9634 0.0000
H 0.2986 3.7569 0.2013 -0.0003
H 1.7358 3.6225 -4.3534 0.0001
H 1.2970 -0.4990 1.5375 -0.0088
H 0.4426 -0.8474 0.0595 0.0053
H -0.9540 0.4305 2.4853 0.0192
```

Output
Energy above the lowest of the compared OMol25 structures with the same formula, charge and spin, kcal/mol: 0.0
Molar mass, Da: 704.5
<S²>: 0.76
Kohn-Sham gap (spin up / spin down), eV: 7.9 / 6.1
2S+1: 2
Net charge: +1